Density functional theory data (wB97M-V/def2-TZVPD) for a gas-phase ion, C14H21FN3S2 (charge +1) in a non-equilibrium geometry.

Results
- LUMO level (eV) = -4.037
- energy (Eh) = -1606.31935
- charge = +1
- largest force on an atom (eV Å⁻¹) = 1.45
- gap between HOMO and LUMO (eV) = 7.37
- SMILES = FCCCC1=[NH+]C[C@@H](CCCSC(=S)n2ccnc2)C1

Each line ends with the Mulliken charge.
CARTESIAN COORDINATES (ANGSTROEM)
1 F 3.733 2.004 -0.958  -0.342
2 C 2.573 1.743 -0.244  0.013
3 C 1.413 2.433 -0.954  -0.863
4 C 0.464 3.180 -0.019  -0.833
5 C -0.615 2.360 0.583  0.573
6 N -1.714 2.903 0.972  -0.108
7 C -2.666 1.980 1.610  -0.981
8 C -2.144 0.623 1.103  0.239
9 C -2.949 0.230 -0.160  -0.973
10 C -2.940 -1.276 -0.490  -1.023
11 C -1.729 -1.759 -1.289  -0.639
12 S -0.568 -2.647 -0.240  -0.142
13 C 0.980 -2.284 -0.920  0.257
14 S 1.273 -1.317 -2.201  -0.184
15 N 2.021 -2.925 -0.249  0.129
16 C 3.011 -3.687 -0.855  -0.232
17 C 3.828 -4.094 0.165  -0.548
18 N 3.385 -3.601 1.371  -0.581
19 C 2.307 -2.924 1.100  0.036
20 C -0.649 0.909 0.880  -0.172
21 H 2.469 0.662 -0.228  -0.038
22 H 2.732 2.152 0.753  0.324
23 H 0.889 1.757 -1.624  0.381
24 H 1.880 3.181 -1.590  0.422
25 H 1.047 3.585 0.811  0.340
26 H 0.010 4.028 -0.528  0.502
27 H -1.834 3.897 0.822  0.261
28 H -2.582 2.093 2.690  0.321
29 H -3.669 2.256 1.310  0.452
30 H -2.377 -0.145 1.833  0.833
31 H -2.597 0.815 -1.013  0.372
32 H -3.989 0.498 0.001  0.456
33 H -3.853 -1.477 -1.040  0.368
34 H -3.026 -1.793 0.466  0.448
35 H -2.042 -2.446 -2.069  0.552
36 H -1.233 -0.930 -1.782  0.323
37 H 3.030 -3.860 -1.912  0.402
38 H 4.710 -4.699 0.075  0.392
39 H 1.711 -2.404 1.828  0.370
40 H -0.159 0.254 0.164  -0.489
41 H -0.132 0.723 1.827  0.385

Density functional theory data (wB97M-V/def2-TZVPD) for 2 unconnected molecules or ions with the total composition C14H21FN4 in a non-equilibrium geometry.

Results
- LUMO level (eV) = -1.485
- energy (Eh) = -864.30443
- largest force on an atom (eV Å⁻¹) = 7.16
- gap between HOMO and LUMO (eV) = 4.84

Each line ends with the Mulliken charge.
CARTESIAN COORDINATES (ANGSTROEM)
1 C 3.484 -1.320 0.861  -0.802
2 C 3.521 -0.125 -0.261  -0.420
3 C 2.005 0.454 -0.663  0.131
4 C 1.767 1.772 0.283  -0.605
5 N 0.383 2.377 0.209  0.319
6 C 0.265 3.762 -0.410  0.075
7 N -1.202 4.128 -0.341  -0.518
8 C -1.921 2.978 0.332  0.101
9 N -3.274 3.007 0.585  -0.320
10 N -0.864 1.924 0.612  0.241
11 C -1.160 0.594 1.269  -0.753
12 C -1.790 -0.547 0.264  0.583
13 C -3.147 -0.294 -0.680  -0.220
14 C -3.802 -1.473 -1.657  -0.424
15 C -3.160 -2.986 -1.756  -0.436
16 C -1.787 -3.254 -0.861  -0.447
17 C -1.123 -2.074 0.122  0.420
18 C 0.245 -2.547 0.937  -0.896
19 H 3.184 -2.374 0.392  0.130
20 H 2.792 -1.094 1.778  0.171
21 H 4.576 -1.490 1.311  0.317
22 H 4.122 0.787 0.220  0.214
23 H 4.144 -0.460 -1.194  0.366
24 H 1.169 -0.358 -0.551  -0.078
25 H 2.087 0.725 -1.818  0.254
26 H 2.530 2.607 -0.096  0.211
27 H 2.076 1.576 1.419  0.154
28 H 1.107 4.446 -0.858  0.325
29 H -4.030 3.161 -0.119  0.266
30 H -3.562 2.877 1.600  0.269
31 H -0.218 0.250 1.873  0.263
32 H -2.006 0.810 2.083  0.351
33 H -3.731 0.737 -0.683  0.084
34 H -4.766 -1.231 -2.290  0.275
35 H -3.670 -3.785 -2.444  0.292
36 H -1.327 -4.344 -0.931  0.278
37 H 0.112 -3.552 1.524  0.433
38 H 0.683 -1.721 1.641  0.030
39 H 1.057 -2.739 0.085  0.238
40 F 5.234 -1.201 -1.786  -0.871

Density functional theory data (wB97M-V/def2-TZVPD) for a molecular structure, C14H21IrN5O6S3 in a non-equilibrium geometry.

Results
- LUMO level (spin up / spin down) (eV) = -6.011 / -7.725
- energy (Eh) = -2569.67566
- charge = +2
- largest force on an atom (eV Å⁻¹) = 2.04
- gap between HOMO and LUMO (spin up / spin down) (eV) = 9.00 / 7.30
- 2S+1 = 2
- energy above the lowest of the compared OMol25 structures with the same formula, charge and spin (eV) = 0.000

Each line ends with the Mulliken charge.
CARTESIAN COORDINATES (ANGSTROEM)
1 Ir -0.748 -1.231 -0.976  1.829
2 N -1.139 -1.895 -2.887  -0.473
3 C -0.220 -2.938 -3.373  -0.589
4 C 1.144 -2.532 -2.903  -0.574
5 N 1.094 -2.228 -1.455  -0.367
6 C 1.322 -3.373 -0.548  -0.432
7 C 0.004 -4.048 -0.265  -0.641
8 N -0.915 -2.982 0.168  -0.521
9 H -0.996 -1.037 -3.425  0.344
10 H -2.113 -2.166 -3.007  0.362
11 H -0.538 -3.894 -2.968  0.227
12 H -0.231 -3.029 -4.459  0.439
13 H 1.876 -3.308 -3.129  0.444
14 H 1.454 -1.619 -3.415  0.397
15 H 1.796 -1.515 -1.271  0.279
16 H 2.035 -4.086 -0.963  0.404
17 H 1.738 -2.979 0.379  0.265
18 H -0.417 -4.531 -1.142  0.245
19 H 0.137 -4.817 0.497  0.441
20 H -1.873 -3.320 0.240  0.365
21 H -0.649 -2.650 1.096  0.336
22 O -0.747 -0.094 0.872  -0.567
23 S -2.123 0.464 0.652  1.406
24 O -2.996 0.381 1.761  -0.632
25 O -2.545 -0.291 -0.596  -0.664
26 C -2.040 2.128 0.114  0.538
27 C -3.168 2.887 0.388  -0.756
28 C -3.296 4.155 -0.166  -0.647
29 C -2.309 4.652 -0.994  -0.665
30 C -1.164 3.906 -1.253  -0.499
31 C -1.018 2.642 -0.703  -0.314
32 S 0.526 1.848 -1.083  1.294
33 O 1.207 2.678 -2.016  -0.726
34 O 1.277 1.709 0.180  -0.698
35 O 0.200 0.493 -1.683  -0.825
36 H -3.934 2.479 1.031  0.551
37 H -4.180 4.742 0.045  0.437
38 H -2.417 5.631 -1.441  0.429
39 H -0.374 4.296 -1.878  0.581
40 S 2.355 -0.250 1.067  -0.214
41 C 2.328 0.565 2.586  0.621
42 N 2.244 1.914 2.617  0.125
43 C 2.339 2.595 3.772  0.015
44 C 2.514 1.907 4.937  -0.616
45 C 2.540 0.516 4.847  0.019
46 N 2.454 -0.142 3.693  -0.476
47 H 2.056 2.376 1.723  0.208
48 H 2.273 3.673 3.715  0.452
49 H 2.611 2.418 5.882  0.404
50 H 2.629 -0.098 5.735  0.438

Density functional theory data (wB97M-V/def2-TZVPD) for a molecular structure, C14H21N2O3PbTe in a non-equilibrium geometry.

Results
- LUMO level (spin up / spin down) (eV) = -11.794 / -12.167
- energy (Eh) = -1341.12839
- charge = +3
- largest force on an atom (eV Å⁻¹) = 1.39
- gap between HOMO and LUMO (spin up / spin down) (eV) = 6.12 / 6.07

Each line ends with the Mulliken charge.
CARTESIAN COORDINATES (ANGSTROEM)
1 Pb 0.050 -3.508 -1.776  1.364
2 C -4.094 -1.293 1.632  -0.854
3 N -3.547 -1.972 0.478  0.015
4 C -4.550 -2.663 -0.309  -0.970
5 C -2.279 -2.049 0.173  1.010
6 O -1.867 -2.721 -0.828  -0.752
7 C -1.234 -1.331 1.023  -0.745
8 O -0.027 -1.275 0.278  -0.507
9 C 1.182 -1.268 1.024  -0.620
10 C 2.278 -1.881 0.156  1.067
11 O 1.916 -2.595 -0.837  -0.772
12 N 3.540 -1.683 0.429  0.028
13 C 4.050 -0.917 1.544  -0.886
14 C 4.585 -2.300 -0.364  -0.972
15 H -5.049 -0.844 1.358  0.331
16 H -3.442 -0.518 2.023  0.323
17 H -4.291 -2.014 2.428  0.364
18 H -5.327 -1.956 -0.603  0.342
19 H -5.013 -3.443 0.295  0.382
20 H -4.102 -3.102 -1.196  0.303
21 H -1.095 -1.898 1.953  0.431
22 H -1.566 -0.315 1.263  0.381
23 H 1.083 -1.872 1.935  0.470
24 H 1.433 -0.239 1.302  0.183
25 H 3.358 -0.156 1.891  0.327
26 H 4.980 -0.437 1.238  0.333
27 H 4.289 -1.579 2.378  0.367
28 H 4.165 -2.843 -1.207  0.305
29 H 5.159 -2.982 0.265  0.381
30 H 5.265 -1.528 -0.729  0.353
31 Te 0.312 1.084 -1.633  0.623
32 C -0.036 3.121 -1.488  0.535
33 C 0.247 3.776 -0.263  -0.208
34 C 0.287 5.146 -0.213  -0.664
35 C 0.018 5.891 -1.370  -0.291
36 C -0.259 5.253 -2.584  -0.588
37 C -0.339 3.882 -2.643  -0.379
38 H 0.440 3.181 0.619  0.341
39 H 0.512 5.649 0.715  0.418
40 H -0.003 6.970 -1.315  0.425
41 H -0.432 5.843 -3.472  0.415
42 H -0.595 3.382 -3.568  0.391

Density functional theory data (wB97M-V/def2-TZVPD) for a molecular structure, C14H21N3OS in a non-equilibrium geometry.

Results
- LUMO level (eV) = 0.385
- energy (Eh) = -1183.07371
- largest force on an atom (eV Å⁻¹) = 15.53
- gap between HOMO and LUMO (eV) = 6.54
- energy above the lowest of the compared OMol25 structures with the same formula, charge and spin (eV) = 20.264

Each line ends with the Mulliken charge.
CARTESIAN COORDINATES (ANGSTROEM)
1 C -19.411 17.763 -12.304  -1.126
2 S -17.778 18.192 -11.658  0.246
3 O -17.840 19.595 -11.036  -0.454
4 C -17.903 16.742 -10.396  -1.027
5 H -20.214 17.673 -11.572  0.367
6 H -19.374 16.947 -13.026  0.378
7 H -19.871 18.624 -12.789  0.413
8 H -16.883 16.581 -10.048  0.344
9 H -18.295 15.741 -10.574  0.382
10 H -18.441 17.272 -9.610  0.344
11 N -17.665 20.686 -8.241  -0.052
12 C -17.261 20.874 -9.531  -0.653
13 C -15.999 21.538 -9.497  0.272
14 C -15.598 21.670 -8.147  -1.314
15 C -16.650 21.142 -7.406  -0.497
16 H -18.622 20.423 -8.056  0.229
17 H -17.841 20.426 -10.324  1.101
18 H -15.415 21.702 -10.390  0.417
19 H -14.630 21.942 -7.752  0.409
20 H -16.908 21.104 -6.358  0.410
21 N -14.999 22.086 -12.279  -0.031
22 C -14.255 21.015 -12.711  -0.712
23 C -14.898 19.892 -12.482  -1.242
24 C -16.231 20.212 -12.056  -0.117
25 C -16.144 21.586 -11.746  -0.474
26 H -14.702 23.047 -12.372  0.200
27 H -13.238 21.234 -13.001  0.339
28 H -14.524 18.889 -12.620  0.386
29 H -16.998 19.482 -11.842  -0.088
30 H -16.826 22.237 -11.220  1.142
31 N -15.272 23.728 -13.899  -0.017
32 C -14.022 23.869 -13.344  -0.713
33 C -14.188 24.069 -11.997  0.068
34 C -15.536 24.273 -11.737  -0.061
35 C -16.227 24.027 -12.909  -0.875
36 H -15.550 23.412 -14.817  0.254
37 H -13.202 23.629 -14.004  0.458
38 H -13.438 24.029 -11.222  0.372
39 H -15.969 24.575 -10.795  0.523
40 H -17.282 23.943 -13.123  0.401